{"formula": "C19H38CoN2O5", "method": "the ωB97M-V functional and the def2-TZVPD basis", "species": ["Co", "C", "O", "O", "O", "C", "C", "C", "C", "C", "C", "N", "O", "C", "C", "C", "H", "H", "H", "H", "H", "H", "H", "H", "H", "H", "H", "H", "H", "H", "H", "H", "H", "H", "H", "C", "C", "C", "C", "C", "C", "N", "O", "C", "C", "C", "H", "H", "H", "H", "H", "H", "H", "H", "H", "H", "H", "H", "H", "H", "H", "H", "H", "H", "H"], "coordinates": [[0.767115, -1.319123, -1.121728], [2.267191, -2.686266, -1.591208], [2.909631, -1.708679, -0.994750], [1.708269, -2.290314, -2.748507], [1.371603, -3.319476, -0.840401], [2.188440, 1.662073, 0.852048], [1.862100, 1.099781, 2.230051], [1.316228, 2.282650, 3.053529], [0.599918, 1.839180, 4.319487], [-0.479217, 0.809483, 4.029155], [0.023828, -0.358622, 3.187252], [0.748320, 0.153191, 2.019552], [1.166409, -0.934051, 1.210475], [0.848697, -1.305666, 4.062178], [-1.194431, -1.134884, 2.675189], [3.155609, 0.605241, 2.864290], [2.899010, 2.490657, 0.905585], [1.316500, 2.020784, 0.302940], [2.612445, 0.922253, 0.161918], [2.170665, 2.891440, 3.364263], [0.679040, 2.923338, 2.439424], [0.180891, 2.679583, 4.878075], [1.335818, 1.416292, 5.011675], [-1.392274, 1.248968, 3.613878], [-0.824885, 0.429336, 4.997763], [0.181498, -1.901817, 4.684387], [1.429074, -2.006947, 3.453353], [1.599965, -0.839686, 4.699289], [-1.763211, -1.455740, 3.550908], [-1.766424, -0.507575, 1.994658], [-0.901244, -2.070709, 2.195477], [3.143009, 0.434819, 3.940527], [3.993350, 1.268143, 2.643783], [3.517770, -0.347011, 2.445838], [1.990529, -1.249468, 1.609530], [-3.300253, -0.143884, -1.874446], [-2.048708, -1.012077, -2.055997], [-2.062172, -1.613844, -3.444395], [-1.672798, -0.666454, -4.570877], [-0.391016, 0.084928, -4.249614], [-0.394298, 0.783849, -2.885768], [-0.844008, -0.168473, -1.870929], [-0.712607, 0.296388, -0.531182], [1.067741, 1.195613, -2.658819], [-1.211983, 2.101584, -2.999854], [-2.039355, -2.136270, -1.024450], [-3.339164, 0.720702, -2.538431], [-4.250221, -0.671820, -1.929989], [-3.315139, 0.348728, -0.889877], [-1.345756, -2.448985, -3.516171], [-2.970955, -2.168053, -3.691838], [-1.574279, -1.214513, -5.506936], [-2.492805, 0.046521, -4.734151], [-0.251800, 0.846740, -5.018505], [0.459992, -0.601056, -4.292844], [1.495767, 1.685421, -3.528508], [1.639807, 0.248707, -2.612910], [1.318679, 1.700315, -1.731451], [-2.036913, 1.976445, -3.701111], [-0.568329, 2.867851, -3.424197], [-1.566155, 2.455114, -2.029100], [-2.979276, -2.687107, -1.020764], [-1.311879, -2.906621, -1.317119], [-1.770596, -1.792498, -0.026473], [-1.192756, 1.131569, -0.423178]], "atomic_forces_ev_per_a": [[1.287, -1.261, 0.366], [-5.129, 4.616, 0.802], [1.391, -1.232, -0.048], [1.253, -1.128, -0.608], [1.353, -1.054, 0.012], [0.456, -0.089, -1.067], [-0.478, 1.088, -0.496], [0.098, 0.077, 0.529], [0.023, -0.021, 0.098], [-0.187, 0.199, 0.643], [-0.164, -0.501, 0.234], [-0.091, 0.424, 0.136], [-0.129, 0.353, 0.079], [0.561, -0.470, -0.071], [0.429, -0.381, 0.383], [0.763, -1.207, 0.013], [-0.003, -0.058, 0.171], [-0.291, 0.115, 0.516], [0.219, -0.129, 0.373], [0.024, 0.060, -0.254], [-0.112, -0.182, -0.065], [-0.044, 0.114, -0.233], [-0.016, -0.149, -0.094], [0.297, 0.178, -0.426], [0.057, -0.288, -0.128], [0.057, 0.018, 0.080], [-0.279, -0.107, -0.040], [-0.280, 0.299, 0.102], [-0.343, 0.308, -0.121], [-0.202, -0.097, 0.046], [0.093, 0.191, -0.257], [-0.279, 0.253, 0.018], [-0.255, 0.310, 0.034], [-0.268, 0.057, -0.105], [0.133, -0.448, -0.510], [-0.192, 1.086, 0.784], [-1.717, 0.429, 0.204], [1.327, -1.257, -1.240], [-0.787, 0.513, 0.286], [-0.192, -0.533, -0.249], [0.338, 1.778, -0.997], [1.217, -1.338, 0.023], [-0.388, 0.568, -0.233], [0.651, -1.824, 0.544], [-0.105, -0.585, 0.012], [0.660, -0.550, -0.224], [-0.002, -0.357, -0.415], [0.182, -0.300, -0.215], [0.125, -0.377, 0.092], [0.301, 0.328, 0.477], [-0.461, 0.578, 0.438], [0.095, -0.060, 0.031], [0.090, 0.029, -0.044], [0.220, 0.093, 0.105], [-0.037, -0.037, 0.072], [-0.284, 0.379, 0.016], [0.124, 0.220, -0.059], [-0.383, 0.476, -0.086], [-0.233, 0.099, 0.288], [0.071, 0.048, 0.096], [-0.137, 0.110, -0.085], [-0.202, 0.340, 0.154], [0.201, 0.205, 0.049], [-0.356, 0.023, 0.049], [-0.066, 0.057, 0.016]], "e_above_lowest_kj_mol": 18.6, "e_homo_ev": [-7.6, -7.5], "total_energy_ev": -71159.95672, "multiplicity": 4, "orbital_gap_ev": [7.770, 7.612]}